[1]
24
Properties=species:S:1:pos:R:3:forces:R:3 method="wB97M-V/def2-TZVPD" spin_multiplicity=2 s2=0.7674 e_homo_ha="-0.4591 / -0.4591" charge=+1
C -0.539534 2.543000 -0.336554 1.1640 -1.8361 0.1020
C -1.491110 2.644683 -1.478380 -0.7892 1.6669 -1.2897
O -1.121219 2.844740 -2.619405 0.0874 -0.6940 0.4028
N -2.818541 2.512718 -1.155394 -0.4685 -0.2043 1.2273
H 0.306766 1.873620 -0.758194 -1.2995 1.2158 1.0176
H -1.055864 2.143620 0.535173 0.0576 -0.7759 -0.0618
H -3.569258 2.410520 -1.811164 0.3686 0.2846 -0.7749
H -3.166958 2.829260 -0.256676 0.4544 -0.3430 -0.0760
H -0.095433 3.388508 0.139201 0.3240 1.3112 -0.7345
C -0.842132 -1.993707 -0.805521 1.4386 1.6951 0.6136
C 1.664977 -0.025639 1.352574 -0.3723 -2.5439 -1.1118
C 0.537849 -0.350514 0.606942 -0.6029 2.6360 0.7378
C 2.571249 -1.118086 1.658602 -0.4551 1.0431 0.3385
C 0.238995 -1.631114 0.216992 -0.3452 -2.2925 -1.5030
C 2.267027 -2.410642 1.254176 1.1397 -2.5325 0.6261
C 1.129215 -2.731319 0.597086 -0.4201 0.6983 -0.4905
H 1.958923 0.936740 1.649064 -0.0522 1.2766 0.2705
H -0.238644 0.384743 0.279312 1.2564 -0.5775 0.6819
H 3.457756 -0.936034 2.268402 -0.2037 0.0263 -0.2738
H 2.920235 -3.288026 1.518543 -0.4007 1.3255 -0.2022
H -1.688054 -1.271941 -0.934857 0.9258 -0.5507 0.2393
H -1.150079 -2.945200 -0.442619 -0.7055 -1.0051 -0.5473
H 0.952230 -3.764237 0.279307 -0.1895 0.4864 0.1591
H -0.228404 -2.045697 -1.756599 -0.9121 -0.3100 0.6489

***

[2]
25
Properties=species:S:1:pos:R:3:forces:R:3 method="wB97M-V/def2-TZVPD" e_homo_ha=-0.3304 charge=0
C 0.674336 0.746846 -0.146901 -0.4291 -0.6664 -2.6305
C -0.892229 0.571108 -1.942321 -1.1522 -1.8972 -0.4943
C -1.315216 -0.518647 -0.918984 -1.2328 -0.0174 -0.2154
C -0.441815 -0.719187 2.577957 -0.0262 0.7111 0.8990
C 0.810792 -1.500382 2.014365 -2.3156 0.0832 -0.0855
C -0.900169 0.316466 1.526539 2.5144 -1.2452 -0.7781
C 0.275579 -1.687789 0.591746 0.3480 0.9390 0.5736
C -0.296706 -0.351369 0.220865 -1.6846 1.7303 -0.0370
C 1.025028 2.114494 -2.212639 -2.8321 0.3655 1.4134
N 0.235954 1.156734 -1.387387 2.2173 0.2250 1.8158
O 2.208885 1.691542 -2.646037 3.2582 -1.3163 -0.5573
O -1.318611 0.803214 -3.054062 0.1721 -0.0109 1.1327
H -2.437179 -0.457136 -0.579773 2.1260 0.0284 -0.8172
H -1.159883 -1.538427 -1.370824 -0.3461 1.1154 0.0073
H -1.337576 -1.354304 2.665526 0.6300 -0.2012 0.6871
H -0.233267 -0.102682 3.474675 -0.1983 -1.0719 0.1052
H 1.583272 -0.725950 1.984238 0.5071 -0.7924 0.1687
H 1.019253 -2.501687 2.486057 0.1577 1.4315 -0.0858
H -1.957747 0.260711 1.404350 -0.7303 1.0241 0.2964
H -0.337973 1.287585 1.652565 -1.4401 -0.6158 0.1417
H 1.048099 -1.803394 -0.121204 0.8973 -1.1741 -0.8474
H -0.564145 -2.381029 0.474472 0.5977 -0.4253 0.3197
H 0.989993 3.012134 -1.601483 0.5177 0.4218 -0.1888
H 0.334794 2.170899 -3.051964 0.5248 0.6991 -0.4704
H 2.986531 1.510250 -2.039778 -2.0813 0.6594 -0.3530

***

[3]
25
Properties=species:S:1:pos:R:3:forces:R:3 method="wB97M-V/def2-TZVPD" smiles="Cc1ccc(O)cc1.CC(N)=O" e_homo_ha=-0.3250 charge=0
C -1.956809 1.544300 0.448216 1.4144 0.5836 0.4043
C -0.521860 1.066388 0.719078 -1.9317 -0.3994 0.5117
C -0.273387 0.472383 1.963775 1.7252 -1.0539 -0.5542
C 1.057966 0.101486 2.316266 -2.2931 0.0352 -0.0926
C 2.051269 0.532156 1.508487 2.2142 0.9420 -1.4226
O 3.433630 0.378190 1.680590 -0.8078 -0.2317 0.6807
C 1.799260 1.194127 0.297491 0.3198 -0.5548 -0.1005
C 0.504947 1.310560 -0.181161 1.1294 0.7608 1.0266
H -2.274765 1.555300 -0.592725 -0.2400 -0.9232 -0.0429
H -1.872912 2.626399 0.592031 -0.4582 0.0248 0.5908
H -2.596126 1.081816 1.212989 -0.3101 0.3355 -0.7432
H -0.997641 0.019320 2.642882 -0.4507 0.7410 -0.4775
H 1.110030 -0.601333 3.123685 0.7372 0.0637 0.5055
H 3.635070 0.414317 2.620244 0.0560 -0.1668 0.0733
H 2.724958 1.507416 -0.212827 -0.8324 -0.1701 -0.1336
H 0.345163 1.731364 -1.156774 -0.3034 0.1487 -0.2097
C 0.439067 -1.476723 -1.940169 0.5207 0.1114 -0.4583
C -0.878301 -2.159134 -1.974421 -1.7382 -0.5514 -2.6963
N -2.044261 -1.515209 -1.648919 -0.0376 0.9748 1.1405
O -0.967882 -3.207674 -2.604992 0.1204 -0.1511 0.8049
H 0.543979 -0.588365 -2.555170 -0.9509 0.6329 0.1755
H 1.052721 -2.126737 -2.580163 0.4318 -0.3017 1.3096
H 0.712774 -1.205602 -0.927057 0.7243 -0.3355 0.0121
H -2.953778 -1.946880 -1.703105 0.4600 -0.6145 -0.3093
H -2.073111 -0.707864 -1.048255 0.5005 0.0996 0.0050

***

[4]
25
Properties=species:S:1:pos:R:3:forces:R:3 method="wB97M-V/def2-TZVPD" smiles="Cc1ccc(O)cc1.CC(N)=O" e_homo_ha=-0.3246 charge=0
C -0.842709 2.370302 0.567528 -0.1885 1.2090 -0.6685
C -0.954198 0.943235 0.948517 0.8957 -1.1176 2.2957
C -2.102620 0.155869 0.920265 0.0344 0.7780 -1.5046
C -2.139020 -1.183427 1.293489 0.4144 2.0174 -0.1011
C -1.006870 -1.686801 1.926273 -1.2300 -1.1842 -0.0593
O -0.967933 -3.027539 2.242244 0.3692 0.3252 0.4155
C 0.083506 -0.889540 2.207259 0.3345 -0.0661 -0.4761
C 0.123849 0.385694 1.669822 -0.2455 0.4982 -1.0484
H 0.076633 2.889521 0.845880 0.2266 -0.5724 0.4774
H -1.623276 2.995505 1.004406 -0.2284 -0.1682 -0.1445
H -0.839583 2.530539 -0.504893 -0.5636 -0.0682 -0.3781
H -2.941359 0.590503 0.379970 -0.2399 -0.2111 0.2643
H -3.082095 -1.626866 1.031341 0.0995 -1.0498 0.3572
H -1.870335 -3.333652 2.362522 -0.0447 -0.1219 -0.0837
H 0.911342 -1.328775 2.746033 0.0809 0.0626 -0.0370
H 1.010526 1.008770 1.642826 0.2510 -0.2573 0.7067
C 2.303138 -0.463800 -1.960517 -0.4824 1.6711 1.4793
C 1.776937 0.683523 -2.812627 0.3721 0.2150 -0.2282
N 1.133038 1.658159 -2.096760 0.8499 -1.1603 -0.4673
O 1.998749 0.759133 -4.001121 -0.2286 0.0071 -0.1025
H 2.278395 -0.134573 -0.911209 -0.3047 -0.0957 -0.0008
H 3.371875 -0.507601 -2.098532 0.1362 -1.0212 -0.7836
H 1.637798 -1.319529 -1.987309 0.5872 -0.4594 -0.5434
H 0.664597 2.417277 -2.513570 -0.3950 0.6643 -0.6129
H 0.965882 1.421560 -1.161652 -0.5005 0.1055 1.2439

***

[5]
25
Properties=species:S:1:pos:R:3:forces:R:3 method="wB97M-V/def2-TZVPD" smiles="Cc1ccc(O)cc1.CC(N)=O" e_homo_ha=-0.3313 charge=0
C 1.439422 -2.316381 -1.534352 1.0664 -0.9915 0.1546
C 0.736494 -1.670940 -0.387202 0.3302 1.0277 2.3829
C 1.440856 -1.017184 0.716135 -0.1710 -1.2039 -3.2523
C 0.753831 -0.456317 1.731087 -0.4144 0.4544 1.2293
C -0.639148 -0.664276 1.893798 0.1997 0.1801 -0.4949
O -1.238797 -0.395651 3.096643 -0.2671 -0.0872 -0.0476
C -1.375385 -1.205895 0.867428 1.5198 -1.5862 -0.3662
C -0.631967 -1.692394 -0.251532 -0.4236 -0.0532 -1.0404
H 0.769192 -2.883647 -2.173251 -0.2425 0.6152 -0.4621
H 2.144648 -3.116289 -1.263333 -0.2830 -0.0141 0.8578
H 2.170321 -1.697244 -2.050910 -0.6287 0.5996 -0.4928
H 2.513398 -0.989241 0.552311 0.0606 0.3986 0.6611
H 1.269353 0.125439 2.489748 0.0263 -0.2523 0.1013
H -1.164098 0.536027 3.297632 0.1271 0.3492 0.1993
H -2.352330 -1.637463 1.031094 -0.3874 0.7097 -0.0741
H -1.115419 -2.103685 -1.143550 -0.5053 -0.0792 0.6049
C -1.531720 2.430856 -0.335946 -0.8195 1.1653 -1.4860
C -0.096232 2.837869 -0.601222 0.2097 -1.4019 -1.5969
N 0.490527 1.922636 -1.535049 0.2396 -0.1929 1.3705
O 0.417462 3.884086 -0.324965 0.0321 0.3367 0.4766
H -1.794076 1.495227 0.142767 0.4442 0.0018 0.3827
H -1.934675 2.351530 -1.368264 0.1773 -0.3080 0.3954
H -2.086046 3.302507 0.004488 0.1067 -0.1823 0.8008
H 1.497914 1.993518 -1.622181 -0.0153 0.5594 0.0180
H 0.316476 0.966911 -1.231373 -0.3817 -0.0451 -0.3220

***

[6]
25
Properties=species:S:1:pos:R:3:forces:R:3 method="wB97M-V/def2-TZVPD" spin_multiplicity=4 s2=3.8040 e_homo_ha="-0.2626 / -0.3315" charge=0
O -3.133909 0.970185 -0.104546 -4.2180 1.1302 0.1578
O -4.352289 1.289167 -0.090653 4.1457 -1.0812 -0.0462
C -0.934870 -0.392214 -2.168635 -0.2819 -0.0812 -0.2208
C 0.275297 0.104089 -1.406497 0.0668 0.3976 0.3685
C 1.534901 -0.627358 -1.906230 -0.0915 0.1043 0.2146
C 0.073073 -0.058272 0.104226 0.9597 -0.5291 -0.4546
C 0.052468 -1.306594 0.660912 -0.3948 0.2802 -0.1232
C 0.037960 -1.497910 2.060365 -0.0005 -0.2645 -0.3424
C 0.171464 -0.384585 2.915100 0.0908 0.4913 0.3701
C 0.311311 0.881958 2.422505 -0.0158 -0.1444 -0.0001
C 0.285588 1.169202 0.945293 -0.1087 -0.5617 0.1645
O 1.590701 1.642985 0.532409 -0.1827 1.3976 0.0773
H -1.842285 0.101338 -1.833149 -0.0889 -0.0471 0.0003
H -0.833001 -0.190388 -3.236619 0.0560 -0.1129 -0.0296
H -1.053024 -1.470145 -2.022122 -0.0763 0.0682 -0.0921
H 0.409354 1.183262 -1.603797 -0.0670 -0.3967 0.0603
H 2.424927 -0.258924 -1.381701 -0.1736 -0.1612 -0.1376
H 1.424954 -1.709095 -1.726231 0.1641 0.3350 -0.1225
H 1.654499 -0.459641 -2.985651 0.0151 -0.0869 0.2432
H 0.043754 -2.167958 -0.011798 -0.0626 0.1501 0.3152
H -0.005594 -2.511350 2.452769 -0.0192 0.2689 0.0493
H 0.204285 -0.550753 3.994936 0.0540 0.0777 -0.3259
H 0.563499 1.731794 3.066667 -0.2908 -0.3680 -0.1143
H -0.531592 1.889706 0.714601 0.6028 0.0525 -0.0042
H 1.628527 2.621503 0.607848 -0.0827 -0.9186 -0.0077

***

[7]
23
Properties=species:S:1:pos:R:3:forces:R:3 method="wB97M-V/def2-TZVPD" spin_multiplicity=2 s2=0.7609 e_homo_ha="0.0285 / -0.1201" charge=-1
C 0.343776 -2.859471 -0.225522 -0.1237 -0.7371 1.3297
C 0.840939 -2.634004 1.235373 -0.3261 -0.5165 -0.4517
H -0.291689 -3.751229 -0.272346 -0.1469 0.0642 0.1649
H -0.289396 -1.988398 -0.401643 0.3442 -0.0259 -1.0336
H 1.148083 -3.124445 -0.914286 -0.0235 0.9251 -0.2112
H 0.132241 -3.116831 1.914526 0.0837 0.1938 0.1192
H 0.834580 -1.566003 1.437661 0.1990 0.0370 0.1534
H 1.824303 -3.058396 1.450862 0.0028 0.0937 -0.1026
C 1.524337 1.113635 -1.489922 0.1120 0.5206 -0.8124
C 0.262786 1.450694 -0.748251 0.4784 -0.3725 0.4482
C -0.921272 0.670670 -0.995922 -0.8057 0.1209 0.0853
C 0.301371 2.269038 0.364513 -0.0868 0.0839 -0.1549
C -2.064969 0.925678 -0.178461 0.4809 -0.0331 -0.1942
C -0.789398 2.428999 1.241652 -0.0646 -0.1931 -0.0317
C -2.015861 1.749167 0.913054 -0.1966 0.3456 0.1502
H 1.752398 0.040629 -1.522367 -0.2318 -0.1032 0.1699
H 2.398181 1.607502 -1.071041 0.0970 0.1544 0.2649
H -1.128059 0.198103 -1.953776 0.4102 -0.1034 -0.0021
H 1.197588 2.859771 0.562998 0.1079 -0.2958 0.0185
H -2.979559 0.411441 -0.445626 -0.2570 0.0531 0.0601
H -0.658777 2.970830 2.170676 -0.1446 0.1468 -0.0708
H -2.928657 1.966528 1.475991 0.2402 -0.2198 -0.0107
H 1.507054 1.436092 -2.548143 -0.1490 -0.1387 0.1115

***

[8]
23
Properties=species:S:1:pos:R:3:forces:R:3 method="wB97M-V/def2-TZVPD" spin_multiplicity=2 s2=0.7613 e_homo_ha="0.0389 / -0.1179" charge=-1
C -0.025632 2.836977 -2.509446 -1.3970 -0.1322 -0.1324
C -0.486588 2.589265 -1.046602 -0.2429 -0.0452 -0.8328
H 0.262802 3.851229 -2.780576 0.2992 0.0641 0.2945
H 0.728483 2.114889 -2.811409 0.2734 0.2028 0.0838
H -0.886326 2.624872 -3.152411 0.0993 -0.0063 -0.1873
H -1.555677 2.370332 -0.943062 0.1221 -0.2764 -0.5166
H -0.418012 3.449345 -0.392011 0.9029 0.0309 0.2649
H 0.038986 1.688546 -0.754825 -0.0158 0.2234 0.9691
C 1.481973 -3.125898 0.460048 -0.2626 -0.9676 -0.7229
C -0.986907 0.223088 1.426449 -1.6432 1.1356 -0.3695
C 0.002036 -0.188571 2.365633 -0.2144 -0.7001 -0.4037
C -1.289766 -0.505488 0.260182 0.7984 -0.1716 0.8388
C 0.687634 -1.316813 2.004211 1.2587 -0.5564 0.0841
C -0.572057 -1.646336 -0.050389 0.0193 0.2974 -0.6844
C 0.532127 -2.031889 0.793028 -0.0093 0.4085 0.7319
H -1.618943 1.100526 1.579879 0.2566 -0.0259 0.2996
H 0.127055 0.255290 3.344334 0.0627 0.1737 -0.0675
H -2.070161 -0.097842 -0.372686 -0.0171 -0.2583 -0.2042
H 1.518056 -1.651431 2.638975 -0.2279 0.0156 0.0778
H -0.686666 -2.099277 -1.031987 -0.1265 -0.1792 0.0489
H 1.268477 -3.528476 -0.543928 0.0951 0.3415 -0.0359
H 1.402612 -4.056715 1.058447 -0.0113 0.2683 0.3715
H 2.546497 -2.855612 0.458157 -0.0196 0.1574 0.0922

***

[9]
23
Properties=species:S:1:pos:R:3:forces:R:3 method="wB97M-V/def2-TZVPD" smiles=Cc1ccccc1.CC e_homo_ha=-0.3303 charge=0
C -2.478391 0.464487 -0.835944 0.2333 -0.9740 -1.0810
C -1.463484 0.626129 0.247812 0.7531 1.4229 -0.4980
C -0.896031 1.881950 0.466063 0.9451 0.2458 0.8873
C 0.069668 2.080511 1.486173 -0.9730 0.3622 -0.3369
C 0.353082 1.094370 2.422166 -0.9887 -0.5031 -1.4762
C -0.212370 -0.159791 2.117302 1.5406 -0.3017 1.7587
C -0.933354 -0.425852 0.987998 -2.1123 -0.8072 -0.3610
H -2.846734 -0.584059 -0.784707 -0.0276 0.7653 -0.4692
H -2.028205 0.689160 -1.827255 0.0968 -0.6874 0.4242
H -3.306015 1.166933 -0.885658 -0.2178 0.0257 0.9064
H -1.148878 2.766186 -0.128548 -0.1294 -0.4934 0.0627
H 0.464207 3.081675 1.566391 0.2233 0.0880 0.1797
H 0.957296 1.269794 3.299032 0.0261 -0.0718 -0.0185
H -0.029466 -0.963230 2.836004 0.0678 0.0275 -0.3896
H -1.308178 -1.453864 0.750668 0.4746 0.9170 0.4674
C 1.785957 -1.720549 -0.757850 1.7049 0.3498 0.2855
C 1.833423 -1.078336 -2.161429 0.7555 -1.3138 0.1268
H 1.353944 -1.028675 -0.033281 -0.1379 -0.4930 0.0767
H 1.381445 -2.739556 -0.725186 -0.8726 0.5365 -0.3553
H 2.801177 -1.995492 -0.416988 -0.0478 0.7496 0.0184
H 2.522655 -1.690245 -2.744776 -0.3763 -0.3862 -0.4017
H 2.298674 -0.096503 -2.340047 -0.7349 0.0406 0.9165
H 0.829572 -1.185048 -2.537942 -0.2027 0.5004 -0.7231

***

[10]
23
Properties=species:S:1:pos:R:3:forces:R:3 method="wB97M-V/def2-TZVPD" smiles=Cc1ccccc1.CC e_homo_ha=-0.3324 charge=0
C -2.034051 0.844175 0.689442 -0.2975 0.4771 -1.0222
C -1.061344 0.655114 -0.463051 -0.4819 -0.0382 0.4692
C 0.294130 0.522169 -0.181840 0.0211 -0.0117 -0.1489
C 1.202265 0.340202 -1.220349 -0.1290 0.1054 -0.0840
C 0.735123 0.239178 -2.522619 0.0732 -0.1685 -0.0227
C -0.623976 0.299974 -2.793893 0.2395 -0.0113 -0.1340
C -1.527624 0.545413 -1.770638 0.4733 0.1709 -0.0254
H -1.655995 1.564279 1.412703 0.1203 -0.3399 0.2799
H -2.283589 -0.125028 1.109600 0.0915 0.0017 0.4450
H -2.972329 1.274808 0.314445 0.1421 -0.1495 0.0337
H 0.580251 0.566764 0.866719 0.2694 0.0406 -0.2335
H 2.272781 0.286438 -1.081847 0.0186 -0.0204 0.3747
H 1.446577 0.100680 -3.330467 -0.1071 -0.0400 0.0446
H -0.934777 0.141666 -3.817651 -0.2504 0.1975 -0.0074
H -2.569568 0.719992 -1.994277 -0.1639 -0.2170 0.0460
C 0.613434 -1.581794 2.944347 -0.1514 0.1282 -0.5542
C 2.072019 -1.236093 3.241461 -0.0651 -0.8084 0.5309
H 0.249544 -2.410757 3.547175 0.1222 -0.0829 0.1074
H -0.086399 -0.755496 3.091100 0.1646 0.0604 0.0990
H 0.519275 -1.890760 1.898853 -0.1195 0.0746 0.0577
H 2.382997 -0.249387 2.897939 -0.0727 -0.0682 0.0489
H 2.704375 -1.998371 2.777493 0.0845 0.2319 -0.1263
H 2.266031 -1.356856 4.315756 0.0182 0.4676 -0.1785

***

Across the entries above, E takes the values -480.395137 -555.865904 -555.955479 -555.972380 -555.962438 -576.256316 -351.266452 -351.254597 -351.298071 -351.322607 hartree, respectively.
Across the entries above, maximum force takes the values 2.85 3.56 3.26 2.71 3.47 4.37 1.53 2.03 2.36 1.17 eV/A, respectively.
Across the entries above, energy relative to the best compared isomer or geometry (same formula, charge and spin) takes the values 108.9 361.9 126.7 82.3 108.4 12.3 33.8 64.9 84.3 19.9 kJ/mol, respectively.